C11H58CdF6N2O25S2 | ωB97M-V/def2-TZVPD

Atoms and positions in Å:
Cd  -1.8045  -3.5125  -1.2590
C  -7.0183  1.2030  1.4183
F  -8.0498  1.9810  1.2070
F  -6.3503  1.5507  2.4784
F  -7.3866  -0.0575  1.5529
S  -5.8815  1.2434  -0.2331
O  -4.7320  0.3806  0.1073
O  -6.7362  0.7377  -1.3129
N  -5.5461  2.9534  -0.2822
S  -5.2742  3.1227  -1.8040
O  -4.2934  2.2366  -2.4108
O  -6.5340  3.2782  -2.5813
C  -4.3890  4.8639  -1.8379
F  -3.2446  4.8747  -1.0769
F  -4.1127  5.2455  -3.0843
F  -5.2289  5.7896  -1.3759
C  -1.6899  0.7213  -0.6193
C  -0.1105  0.4984  -0.6464
C  0.4369  1.2707  0.6014
C  1.8686  0.9662  1.0625
C  2.0608  -0.5513  1.2365
C  1.6622  -1.3308  -0.0400
N  0.3202  -0.9557  -0.5223
O  -0.2676  -1.7945  -1.4899
C  1.6527  -2.8359  0.4760
C  2.7660  -1.1237  -1.0959
C  0.4283  1.1819  -2.0188
H  -2.1759  0.2925  -1.4957
H  -1.8838  1.7923  -0.5601
H  -2.1530  0.1823  0.2072
H  -0.2316  1.0998  1.4452
H  0.3162  2.3271  0.3617
H  2.0454  1.4066  2.0437
H  2.5674  1.3321  0.3102
H  1.4086  -0.7719  2.0815
H  3.0982  -0.7703  1.4895
H  2.6194  -3.0982  0.9059
H  1.6134  -3.4666  -0.4122
H  0.8294  -3.1008  1.1393
H  3.0879  -0.0842  -1.1579
H  2.2402  -1.4167  -2.0046
H  3.6581  -1.7379  -0.9733
H  -0.0258  2.1728  -2.0184
H  0.1551  0.6891  -2.9518
H  1.5088  1.3164  -1.9679
O  -4.1792  -1.9630  1.9768
H  -4.2869  -1.0147  1.9040
H  -3.2328  -2.0932  2.0360
O  2.4506  -0.1690  -4.3446
H  1.8609  -0.7515  -3.8658
H  2.5174  -0.5588  -5.2163
O  -3.1280  1.1807  3.1518
H  -2.2249  0.8960  3.0118
H  -3.2552  1.1184  4.0985
O  -3.6202  -2.5084  -0.8171
H  -3.7772  -2.0334  -0.0011
H  -4.3100  -2.2056  -1.4076
O  -2.0719  2.5885  -3.8508
H  -2.7870  2.2726  -3.2984
H  -2.0739  2.0001  -4.6058
O  -1.4905  -1.5756  1.9420
H  -0.8623  -1.2712  1.2870
H  -1.4138  -0.9460  2.6589
O  -1.6170  -3.9175  0.7521
H  -1.4770  -3.2027  1.3730
H  -1.9318  -4.6442  1.2897
O  4.4760  -2.0986  -4.4712
H  3.8690  -1.5945  -3.9293
H  4.8737  -2.7252  -3.8668
O  1.3726  3.7474  2.7936
H  0.5624  4.2100  3.0077
H  1.3779  3.7028  1.8374
O  0.5598  2.0350  -5.5748
H  -0.2684  1.6178  -5.3376
H  1.1972  1.3209  -5.5737
O  5.8799  0.2656  -2.0714
H  6.2908  -0.0108  -1.2522
H  4.9464  0.1007  -1.9393
O  5.0122  0.8851  2.1641
H  5.2160  1.7242  1.7509
H  5.4775  0.2376  1.6345
O  0.6096  -2.4814  -4.2310
H  0.9778  -3.2149  -3.7385
H  0.2144  -1.9192  -3.5647
O  0.5186  4.2814  -4.2626
H  0.6380  3.4650  -4.7479
H  -0.2471  4.1225  -3.7105
O  3.2441  -2.8301  3.6714
H  2.3118  -3.0143  3.5564
H  3.2809  -1.8947  3.8712
O  3.4615  -0.2730  4.4152
H  3.7606  0.1529  3.6118
H  3.0058  0.4171  4.8972
O  1.1641  1.8870  4.9374
H  1.4715  2.3738  4.1727
H  0.5384  2.4749  5.3606
O  -0.8193  -0.0332  3.9726
H  -0.7508  -0.6186  4.7268
H  0.0651  0.3146  3.8577
O  3.3085  -6.3061  2.5972
H  3.5011  -5.8046  1.8049
H  4.1456  -6.7014  2.8405
O  5.1184  -2.8042  1.8708
H  4.9322  -3.6549  1.4734
H  4.3937  -2.6597  2.4791

Forces on atoms 1 to 6 (eV/Å):
Cd 1.6 0.1 -3.0
C 1.7 -0.2 -2.9
F -0.7 0.3 0.3
F 0.4 0.6 0.9
F -0.5 -0.5 0.1
S -0.4 -0.7 1.4

As for the multiplicity: 2. As for the LUMO energy (alpha / beta): 1.22 / 1.21 eV. Its highest occupied orbital energy (alpha / beta) is -4.40 / -4.94 eV. Its expectation value of S² is 0.752. As for the net charge: -1. The HOMO-LUMO gap (alpha / beta) is 5.627 / 6.153 eV.



C12H19FeN2O2 | ωB97M-V/def2-TZVPD

Atoms and positions in Å:
C  -1.5071  -0.3206  -1.0149
C  -0.1205  -0.4602  -0.4658
C  0.6113  0.6046  0.1085
Fe  1.5086  0.5669  -1.7032
C  1.3769  2.4148  -1.5967
O  1.2279  3.5608  -1.4780
C  0.3462  0.8363  -3.2120
O  -0.3889  0.8905  -4.1056
C  3.3977  0.4525  -1.0205
C  3.3208  1.0301  -2.3426
C  2.7084  0.0538  -3.2131
C  2.4119  -1.1136  -2.4192
C  2.8224  -0.8569  -1.0733
H  -2.3308  -0.7423  -0.4026
H  -1.7582  0.7379  -1.1741
H  -1.5663  -0.8301  -1.9880
H  0.2142  -1.5012  -0.3669
H  0.0838  1.5547  0.2832
H  1.3802  0.3923  0.8678
H  3.8856  0.9056  -0.1641
H  3.7708  1.9556  -2.6643
H  2.6448  0.1205  -4.2868
H  2.0051  -2.0436  -2.7981
H  2.7876  -1.5744  -0.2595
C  -1.2612  0.6021  3.3018
N  -1.6176  -0.6266  2.5980
N  -3.0419  -0.6762  2.4468
C  -3.6202  -1.5834  3.4343
H  -0.2005  0.5681  3.5746
H  -1.4418  1.5109  2.6956
H  -1.8819  0.6480  4.2065
H  -1.1935  -0.6542  1.6740
H  -3.2419  -1.0041  1.5040
H  -4.7081  -1.5415  3.3256
H  -3.2887  -2.6268  3.2886
H  -3.3352  -1.2506  4.4399

Forces on atoms 1 to 6 (eV/Å):
C -0.3 0.3 -0.7
C 0.5 0.0 0.6
C -1.4 -0.7 1.9
Fe -6.0 1.2 1.7
C -0.6 5.7 1.3
O 0.6 -2.7 -0.5

As for the multiplicity: 5. As for the LUMO energy (alpha / beta): -2.74 / -7.41 eV. Its highest occupied orbital energy (alpha / beta) is -8.91 / -10.57 eV. Its expectation value of S² is 6.157. As for the net charge: +1. The HOMO-LUMO gap (alpha / beta) is 6.170 / 3.163 eV.



C7H13NO5P | ωB97M-V/def2-TZVPD

Atoms and positions in Å:
C  2.6866  -0.2457  -0.1962
C  -0.7436  1.0596  0.0513
C  2.9554  0.9176  0.6272
C  1.6321  1.6650  0.8185
C  1.1804  -0.0412  -0.8013
C  -4.2256  -0.9279  -0.9009
C  0.7624  1.2651  -0.3781
N  -4.0911  -0.7380  0.5679
O  3.6989  -0.5961  -1.0853
O  -1.5495  1.9808  0.0534
O  2.4080  -1.4546  0.5352
O  -0.9654  -0.1493  0.3990
O  0.0222  -2.5866  -0.1135
P  0.5424  -1.3211  0.3643
H  3.5544  1.7004  0.1242
H  3.3482  0.6333  1.6569
H  1.1106  1.4392  1.7229
H  1.8839  2.7553  1.0962
H  1.0099  -0.1835  -1.8960
H  -5.1063  -0.2789  -1.3754
H  -4.5212  -2.0266  -1.0654
H  -3.3475  -0.8074  -1.4149
H  0.6514  2.0202  -1.1508
H  -3.8522  0.2459  0.8452
H  -3.3030  -1.3163  0.8883
H  0.5194  -1.4117  1.7766
H  3.7392  -1.5973  -1.1495

Forces on atoms 1 to 6 (eV/Å):
C -2.0 -4.2 -1.6
C 0.9 1.3 0.0
C 0.6 2.2 2.2
C 0.4 1.6 0.8
C 3.1 -1.1 -0.6
C -4.0 -0.9 1.1

As for the LUMO energy: 3.47 eV. Its highest occupied orbital energy is -5.61 eV. As for the net charge: -1. The HOMO-LUMO gap is 9.080 eV.



C20H51N4O5S3 | ωB97M-V/def2-TZVPD

Atoms and positions in Å:
C  6.8403  -8.8733  2.1319
C  6.3434  -7.3143  1.7844
O  5.7129  -6.6330  2.9159
S  4.0508  -6.3430  2.6929
O  3.6892  -5.7843  1.2606
O  3.7138  -5.1302  3.6506
N  3.0046  -7.6363  3.2222
S  2.9957  -9.0005  2.1489
O  3.5669  -10.2214  2.9179
O  3.5968  -8.7700  0.7465
S  0.9233  -9.4621  1.8113
H  7.9471  -8.8735  2.5517
H  6.9115  -9.4035  1.0650
H  6.0997  -9.4395  2.8434
H  7.3618  -6.7294  1.5668
H  5.7492  -7.2996  0.7791
H  0.8616  -9.8874  0.4462
C  3.2955  -0.4367  3.5485
C  2.7654  -0.1782  2.1405
N  3.2383  -1.1434  1.1447
C  2.9745  -0.7279  -0.2365
C  1.5191  -0.6033  -0.6702
C  2.9751  -2.5536  1.4318
C  1.5250  -2.9760  1.6470
H  4.3892  -0.4906  3.5565
H  2.9962  0.3806  4.2130
H  2.8961  -1.3631  3.9715
H  3.1091  0.8226  1.8531
H  1.6709  -0.1360  2.1760
H  3.4915  -1.4087  -0.9261
H  3.4585  0.2448  -0.3944
H  1.0553  -1.5815  -0.8169
H  1.4668  -0.0809  -1.6319
H  0.9175  -0.0316  0.0421
H  3.5434  -2.8338  2.3267
H  3.4080  -3.1777  0.6382
H  0.9810  -2.2942  2.3058
H  1.4970  -3.9672  2.1138
H  0.9828  -3.0566  0.7032
C  -5.2570  -0.2612  -3.9592
C  -4.2640  -0.0994  -2.8113
N  -2.8923  0.1706  -3.2501
C  -1.9023  0.0315  -2.1775
C  -1.9921  0.9997  -1.0044
C  -2.7066  1.3303  -4.1224
C  -3.1675  2.6895  -3.6048
H  -4.9234  -1.0275  -4.6667
H  -6.2309  -0.5707  -3.5658
H  -5.4085  0.6757  -4.5033
H  -4.2759  -1.0408  -2.2491
H  -4.6320  0.6770  -2.1310
H  -0.8924  0.0876  -2.6054
H  -1.9772  -0.9891  -1.7798
H  -1.6404  1.9978  -1.2755
H  -1.3496  0.6483  -0.1894
H  -3.0070  1.0804  -0.6050
H  -3.2275  1.1361  -5.0676
H  -1.6502  1.4060  -4.4140
H  -4.1586  2.6512  -3.1454
H  -3.2248  3.3991  -4.4380
H  -2.4637  3.1072  -2.8827
C  -1.2531  4.8432  0.7819
C  -2.0917  6.0877  1.0618
N  -2.1310  7.0370  -0.0537
C  -2.6798  8.3451  0.3172
C  -4.1388  8.4004  0.7533
C  -2.5917  6.5099  -1.3383
C  -3.9776  5.8740  -1.3893
H  -0.2380  5.1112  0.4710
H  -1.1755  4.2367  1.6902
H  -1.7020  4.2141  0.0076
H  -1.6413  6.5824  1.9306
H  -3.0979  5.7764  1.3646
H  -2.5320  9.0497  -0.5122
H  -2.0674  8.7484  1.1344
H  -4.8190  8.2931  -0.0947
H  -4.3490  9.3757  1.2063
H  -4.3821  7.6378  1.4985
H  -1.8663  5.7635  -1.6833
H  -2.5401  7.2998  -2.0999
H  -4.1589  5.1919  -0.5545
H  -4.0798  5.2905  -2.3112
H  -4.7678  6.6267  -1.4033

Forces on atoms 1 to 6 (eV/Å):
C 0.1 0.5 -0.9
C 2.5 -1.1 -1.2
O -2.1 -0.6 -1.6
S -4.5 6.1 -0.8
O 2.3 -3.0 4.2
O 1.9 -5.0 -2.2

As for the LUMO energy: 2.02 eV. Its highest occupied orbital energy is -5.62 eV. As for the net charge: -1. The HOMO-LUMO gap is 7.643 eV.



C26H18Cl5N5S2V | ωB97M-V/def2-TZVPD

Atoms and positions in Å:
V  -1.6171  2.4898  -0.4187
S  -2.4248  1.3830  1.4194
C  -0.8924  0.5839  1.2695
N  -0.8255  -0.7670  1.3082
C  0.4068  -1.4568  0.9674
C  1.5806  -0.6701  1.4897
N  1.5026  0.6927  0.9909
C  2.7527  1.2828  0.5226
C  3.3144  0.5136  -0.6507
C  4.6220  0.0489  -0.6353
C  5.1325  -0.6550  -1.7193
C  4.3313  -0.9070  -2.8212
C  3.0194  -0.4479  -2.8420
C  2.5153  0.2622  -1.7641
C  0.3125  1.3407  1.0309
S  0.2669  3.0453  0.7549
C  -1.9643  -1.6322  1.5913
C  -1.8454  -2.2702  2.9552
C  -1.8831  -3.6501  3.1006
C  -1.7750  -4.2295  4.3591
C  -1.6232  -3.4285  5.4793
C  -1.5825  -2.0461  5.3402
C  -1.6928  -1.4704  4.0854
H  0.4810  -1.5790  -0.1191
H  0.3805  -2.4432  1.4304
H  2.5116  -1.1107  1.1366
H  1.5834  -0.6716  2.5846
H  3.4726  1.2932  1.3459
H  2.5602  2.3159  0.2444
H  5.2480  0.2383  0.2297
H  6.1542  -1.0111  -1.6973
H  4.7245  -1.4598  -3.6643
H  2.3931  -0.6438  -3.7033
H  1.4933  0.6270  -1.7848
H  -2.0012  -2.4042  0.8183
H  -2.8747  -1.0427  1.5113
H  -2.0011  -4.2778  2.2243
H  -1.8066  -5.3064  4.4610
H  -1.5381  -3.8774  6.4602
H  -1.4704  -1.4167  6.2136
H  -1.6669  -0.3914  3.9798
Cl  -0.3649  4.2015  -2.5154
C  -0.3837  2.5469  -3.0596
C  -1.0261  1.6368  -2.2345
C  -1.0830  0.3279  -2.6854
Cl  -1.9333  -0.8449  -1.7250
C  -0.4847  -0.0785  -3.8758
Cl  -0.5350  -1.7234  -4.3739
C  0.1800  0.8669  -4.6593
Cl  0.9456  0.3875  -6.1196
C  0.2280  2.2019  -4.2573
Cl  1.0319  3.3782  -5.2130
N  -7.2580  4.5217  -2.1807
C  -6.2242  4.7447  -1.7181
N  -5.0656  5.0842  -1.1644
C  -4.1202  4.2831  -0.9745
N  -3.1815  3.6150  -0.7283

Forces on atoms 1 to 6 (eV/Å):
V 0.6 -0.4 0.6
S 0.2 0.2 -0.2
C -0.4 0.6 -0.2
N 0.0 -0.3 0.0
C -0.1 0.0 -0.1
C 0.0 0.1 0.0

As for the multiplicity: 2. As for the LUMO energy (alpha / beta): -1.41 / -1.57 eV. Its highest occupied orbital energy (alpha / beta) is -7.76 / -7.75 eV. Its expectation value of S² is 0.797. The HOMO-LUMO gap (alpha / beta) is 6.342 / 6.185 eV.



C12H19NOPd | ωB97M-V/def2-TZVPD

Atoms and positions in Å:
C  1.4805  -1.1691  -2.4225
C  0.1229  -1.3588  -2.8267
C  -0.4984  -2.1888  -1.8336
C  0.4788  -2.6005  -0.8540
C  1.7219  -1.9356  -1.2135
Pd  0.0903  -0.3602  -0.7554
C  -1.1547  1.4257  -1.5810
C  0.3082  1.5045  -1.5574
C  1.2126  1.9459  -2.5624
N  1.1270  1.2889  -0.3704
H  -1.5062  -2.5426  -1.8634
H  -0.3692  -0.8718  -3.6745
H  0.2884  -3.1469  0.0759
H  2.6572  -1.9838  -0.6691
H  2.2319  -0.5774  -2.9448
H  -1.7154  1.0632  -2.4830
H  2.0937  0.9211  -0.7195
H  -1.6008  2.0283  -0.7653
H  0.9215  2.7572  -3.2264
H  2.2565  1.6038  -2.5636
C  0.6972  -0.0906  2.6492
C  -0.7474  0.1014  2.1459
C  -1.8227  -0.4515  3.1241
C  -0.9696  1.5841  1.9104
O  -1.0239  -0.6899  1.0123
H  0.7412  0.4588  3.5979
H  1.3256  0.3493  1.8723
H  0.8586  -1.1681  2.8156
H  -1.7707  0.0870  4.0722
H  -2.8185  -0.3586  2.6748
H  -1.6223  -1.5142  3.2767
H  -0.1136  1.9999  1.3515
H  -1.9303  1.8191  1.4176
H  -0.9503  2.0702  2.8903

Forces on atoms 1 to 6 (eV/Å):
C 0.7 -1.5 0.1
C 0.4 -0.7 0.3
C 0.7 -1.3 -0.5
C 0.7 0.4 -0.9
C -0.7 -0.7 -1.1
Pd -2.7 -2.4 1.2

As for the multiplicity: 3. As for the LUMO energy (alpha / beta): 5.91 / 5.88 eV. Its highest occupied orbital energy (alpha / beta) is 2.19 / 1.82 eV. Its expectation value of S² is 2.019. As for the net charge: -2. The HOMO-LUMO gap (alpha / beta) is 3.725 / 4.056 eV.